DFT (ωB97M-V with the def2-TZVPD basis set) results for a 8-piece molecular cluster, C22H23Cl2F7O21 overall at a distorted geometry.

Element x y z (Å)
O: 2.33145 0.55739 6.74486
C: 2.82987 0.10419 5.71122
O: 3.87606 0.67003 5.12053
C: 3.77120 0.46408 3.73074
C: 2.98549 -0.83097 3.66931
F: 3.78272 -1.87630 3.65008
O: 2.26834 -0.76302 4.87306
H: 3.18705 1.29826 3.34213
H: 4.77397 0.42048 3.30569
H: 2.29855 -0.84130 2.82308
O: 5.17962 7.48292 -4.12552
C: 4.08227 7.09148 -3.72721
O: 3.66674 5.82735 -3.67183
C: 2.27231 5.72925 -3.39546
C: 2.10139 7.08751 -2.67696
F: 2.26827 6.91154 -1.42827
O: 3.19180 7.90038 -3.15779
H: 1.79899 5.65880 -4.37479
H: 2.07992 4.80836 -2.84497
H: 1.14495 7.59755 -2.79175
O: 4.01138 0.40783 -0.94802
C: 5.18995 0.23176 -1.27232
O: 6.07343 -0.58951 -0.65300
C: 7.37118 -0.46639 -1.13743
C: 7.04498 0.01204 -2.49099
F: 6.93255 -1.01028 -3.31155
O: 5.86092 0.73148 -2.27385
H: 7.88938 0.30147 -0.56302
H: 7.97935 -1.37025 -1.10157
H: 7.75697 0.66184 -2.99983
O: -6.64343 1.80757 -5.38582
C: -5.57919 2.20678 -5.73116
O: -5.06357 2.00749 -6.94665
C: -3.92202 2.79232 -7.08940
C: -3.86547 3.61329 -5.81223
F: -4.36134 4.84639 -5.88699
O: -4.80958 2.98753 -5.02043
H: -3.09529 2.10015 -7.24918
H: -4.00020 3.39699 -7.99293
H: -2.85650 3.67045 -5.40381
O: -7.35198 -5.94676 4.02687
C: -6.66329 -5.48747 3.13867
O: -6.43535 -4.18171 2.96526
C: -5.63406 -3.97143 1.76084
C: -5.08141 -5.42543 1.57977
F: -3.93700 -5.40865 2.30580
O: -6.18300 -6.18910 2.13316
H: -6.34866 -3.69140 0.98687
H: -4.85959 -3.24670 2.01200
H: -4.81331 -5.57107 0.53333
O: -3.13515 2.40344 6.11348
C: -3.00959 1.23665 6.22969
O: -3.09548 0.55924 7.37771
C: -2.38587 -0.66990 7.28448
C: -2.43024 -0.94199 5.80516
F: -3.55386 -1.57486 5.47572
O: -2.48705 0.36740 5.28776
H: -1.37519 -0.45770 7.63319
H: -2.72853 -1.41178 8.00578
H: -1.58151 -1.54927 5.49058
O: 0.12135 -3.61762 0.72500
C: 0.54600 -4.13882 -0.31671
O: 0.10122 -3.96416 -1.62083
C: 0.85273 -4.79795 -2.45120
C: 2.10611 -5.00849 -1.66904
F: 2.87923 -3.93220 -1.84575
O: 1.59405 -5.03738 -0.33005
H: 0.25620 -5.69487 -2.61788
H: 1.02677 -4.23001 -3.36511
H: 2.63205 -5.90195 -2.00550
Cl: -3.41730 -0.06353 -1.24558
C: -2.10064 0.74842 -0.32302
Cl: -1.68932 2.29123 -0.96728
H: -2.34755 0.83178 0.73536
H: -1.27529 0.03714 -0.35449

* SMILES: O=C1OC[C@@H](F)O1.O=C1OC[C@@H](F)O1.O=C1OC[C@@H](F)O1.O=C1OC[C@@H](F)O1.O=C1OC[C@@H](F)O1.O=C1OC[C@@H](F)O1.O=C1OC[C@@H](F)O1.ClCCl
* energy relative to the best compared isomer or geometry (same formula, charge and spin): 92.9 kcal per mole
* gap between HOMO and LUMO: 0.397 Ha
* M: 827.30 u
* HOMO energy: -10.9765 eV
* charge: 0

Löwdin atomic charge list, values in e, 6 entries: atom 1 (O): 0.13, atom 2 (C): -0.54, atom 3 (O): 0.08, atom 4 (C): -0.05, atom 5 (C): -0.34, atom 6 (F): 0.12

DFT (ωB97M-V with the def2-TZVPD basis set) results for a single C22H23ClN4O4S molecule at a distorted geometry.

Element x y z (Å)
C: -1.87037 -2.44975 -1.36942
C: -2.20616 -1.01795 -1.52621
N: -1.55321 -0.20067 -2.30603
O: -2.14727 1.02063 -2.21538
C: -3.17842 0.95896 -1.36386
C: -3.98972 2.16719 -1.11287
C: -3.26749 -0.32109 -0.88212
S: -4.33678 -0.98332 0.36280
O: -4.89183 -2.22686 -0.07247
O: -5.21536 0.05595 0.79785
N: -3.25329 -1.37786 1.58802
C: -2.11603 -0.58308 1.72067
C: -0.84579 -1.13623 1.85476
C: 0.26895 -0.31950 1.84431
C: 0.13050 1.05223 1.67382
C: 1.35864 1.89827 1.58052
O: 2.18760 1.94219 2.46817
N: 1.46912 2.64498 0.44682
C: 0.74898 2.38704 -0.78114
C: 1.77299 1.99695 -1.87524
N: 2.94952 1.41052 -1.28195
C: 2.98218 0.07172 -0.94215
C: 1.88673 -0.78275 -1.12210
C: 1.98501 -2.12606 -0.81499
C: 3.15189 -2.67247 -0.31208
C: 4.24089 -1.83241 -0.15264
Cl: 5.73460 -2.47812 0.43696
C: 4.17526 -0.49117 -0.46870
C: 3.69463 2.38812 -0.50845
C: 2.71662 3.34280 0.21606
C: -1.14359 1.60991 1.62073
C: -2.26130 0.80127 1.65628
H: -1.31699 -2.79585 -2.23797
H: -1.25152 -2.58624 -0.48305
H: -2.78779 -3.02273 -1.25027
H: -4.79073 1.91811 -0.42258
H: -3.36632 2.95532 -0.69355
H: -4.40806 2.53354 -2.04900
H: -3.10302 -2.37320 1.65084
H: -0.73337 -2.20560 1.96199
H: 1.25648 -0.74547 1.93194
H: 0.19757 3.28546 -1.08239
H: 0.03717 1.57922 -0.62014
H: 1.32540 1.31319 -2.59473
H: 2.10032 2.88915 -2.41793
H: 0.94668 -0.41827 -1.50334
H: 1.12767 -2.76348 -0.96757
H: 3.22216 -3.71833 -0.06284
H: 5.06573 0.10700 -0.36692
H: 4.29507 1.87655 0.24082
H: 4.35865 2.95819 -1.16908
H: 2.50483 4.23333 -0.38064
H: 3.12590 3.64248 1.18077
H: -1.25497 2.68183 1.55054
H: -3.25532 1.21592 1.62061

* SMILES: Cc1noc(C)c1S(=O)(=O)Nc1ccc(C(=O)N2CCN(c3cccc(Cl)c3)CC2)cc1
* energy relative to the best compared isomer or geometry (same formula, charge and spin): 18.9 kcal per mole
* gap between HOMO and LUMO: 0.314 Ha
* M: 474.97 u
* HOMO energy: -8.0012 eV
* charge: 0

Löwdin atomic charge list, values in e, 6 entries: atom 1 (C): 0.00, atom 2 (C): -0.31, atom 3 (N): 0.12, atom 4 (O): 0.02, atom 5 (C): -0.28, atom 6 (C): 0.02